9 unconnected molecules or ions with the total composition C24H50Br10N2O8 at a distorted geometry, computed with wB97M-V/def2-TZVPD.

Calculated values
DFT total energy = -27396.01956 Ha
structure (SMILES) = CCOC(=O)OC.CCOC(=O)OC.CN(C)C=O.CN(C)C=O.BrCCBr.BrCCBr.BrCCBr.BrCCBr.BrCCBr
gap between HOMO and LUMO = 9.460 eV
lowest unoccupied orbital energy = 0.227 eV
2S+1 = 1
highest occupied orbital energy = -0.3393 Eh
M = 1293.71 g mol⁻¹

Last column: Mulliken charge in e.
Positions of all 94 atoms, in Å:
C -18.76 26.53 -16.16  -1.4831
C -18.34 25.38 -17.07  0.9240
O -17.06 24.94 -16.86  -0.3790
C -16.63 23.81 -17.46  0.7688
O -17.30 23.20 -18.27  -0.4996
O -15.45 23.46 -16.98  -0.3848
C -14.68 22.44 -17.54  -0.2399
H -17.91 27.21 -16.11  0.3820
H -18.94 26.20 -15.14  0.3518
H -19.68 27.07 -16.40  0.3308
H -18.48 25.59 -18.12  0.1653
H -19.05 24.57 -16.88  -0.4318
H -15.09 21.45 -17.32  0.0119
H -13.61 22.52 -17.34  0.2753
H -14.78 22.50 -18.62  0.2211
C -20.45 19.95 -7.38  -1.3069
C -20.61 19.47 -8.81  0.0120
O -19.61 18.51 -9.17  -0.2501
C -19.34 18.18 -10.33  0.7927
O -19.92 18.31 -11.42  -0.5902
O -18.16 17.62 -10.23  -0.3973
C -17.32 17.33 -11.30  -0.6062
H -20.44 19.11 -6.69  0.3174
H -21.33 20.54 -7.12  0.3773
H -19.63 20.62 -7.13  0.3395
H -20.80 20.34 -9.45  0.2248
H -21.58 18.97 -8.79  0.2418
H -17.05 18.26 -11.80  0.2878
H -17.84 16.73 -12.04  0.2070
H -16.58 16.66 -10.86  0.3298
C -11.06 18.88 -17.15  -0.9448
N -12.28 18.84 -18.07  0.1335
C -12.16 19.64 -19.26  -0.7736
C -13.43 18.24 -17.59  0.0257
O -14.52 18.23 -18.17  -0.5286
H -10.19 18.64 -17.76  0.3232
H -11.08 18.12 -16.38  0.3216
H -10.87 19.77 -16.54  0.3243
H -11.38 19.20 -19.88  0.3739
H -13.02 19.55 -19.93  0.0746
H -11.89 20.66 -18.99  0.3238
H -13.29 17.62 -16.70  0.3661
C -17.29 18.46 -15.76  -0.8756
N -18.44 19.35 -15.50  0.4103
C -19.63 18.78 -14.92  0.6262
C -18.47 20.54 -16.10  -0.1136
O -19.47 21.27 -16.12  -0.4267
H -17.19 17.65 -15.03  0.3594
H -16.38 18.99 -16.05  0.3063
H -17.43 17.89 -16.68  0.2165
H -19.86 17.90 -15.52  -0.2472
H -19.43 18.49 -13.89  -0.1149
H -20.45 19.50 -14.95  -0.2900
H -17.45 20.79 -16.43  0.1556
Br -21.64 24.15 -15.26  -0.1054
C -22.35 23.17 -13.76  -0.5149
C -21.76 21.79 -13.62  -0.3018
Br -22.50 20.78 -12.06  -0.1801
H -23.43 23.21 -13.91  0.3631
H -22.12 23.67 -12.82  0.3723
H -20.68 21.83 -13.49  0.3493
H -22.02 21.18 -14.48  0.0485
Br -21.89 17.50 -19.24  -0.1533
C -22.84 18.59 -17.84  0.1427
C -23.08 17.86 -16.53  -0.4486
Br -24.14 16.14 -16.62  -0.1814
H -23.73 18.82 -18.42  0.4527
H -22.28 19.51 -17.65  -0.3077
H -23.65 18.53 -15.89  0.4655
H -22.16 17.57 -16.01  0.0260
Br -19.90 14.87 -15.04  -0.1756
C -19.91 14.21 -16.93  -0.5717
C -19.24 15.17 -17.86  -0.0780
Br -19.27 14.48 -19.66  -0.1342
H -20.97 14.10 -17.16  0.3703
H -19.43 13.23 -16.95  0.4215
H -18.19 15.35 -17.62  0.3408
H -19.74 16.13 -17.91  -0.1983
Br -18.87 19.05 -19.15  -0.0356
C -17.44 20.26 -19.63  -0.1804
C -16.61 19.67 -20.77  -0.5745
Br -15.23 21.02 -21.27  -0.2575
H -16.90 20.53 -18.72  -0.1706
H -17.99 21.15 -19.93  0.3745
H -17.15 19.55 -21.71  0.4861
H -16.10 18.77 -20.43  0.4025
Br -22.59 21.87 -19.03  -0.1210
C -20.77 22.60 -18.91  0.7910
C -20.64 23.71 -19.88  -0.5773
Br -21.80 25.25 -19.37  -0.1784
H -20.09 21.75 -19.04  -0.5453
H -20.57 23.02 -17.92  -0.2344
H -20.88 23.47 -20.92  0.5318
H -19.66 24.19 -19.88  0.2695